1.
C25H25IrN5 | ωB97M-V/def2-TZVPD

Structure (XYZ):
```
56
C25H25IrN5 ωB97M-V/def2-TZVPD
Ir 0.175 -0.405 -0.266
C -4.006 -2.298 -0.797
C -4.661 -2.029 0.394
C -4.031 -1.273 1.366
C -2.733 -0.799 1.128
N -2.116 -1.082 -0.027
C -2.719 -1.792 -0.961
C -1.988 0.010 2.098
C -2.497 0.324 3.366
C -1.719 1.058 4.243
C -0.462 1.480 3.847
C -0.004 1.142 2.564
N -0.769 0.425 1.734
C 1.320 1.541 2.075
C 2.195 2.353 2.808
C 3.407 2.715 2.252
C 3.743 2.267 0.984
C 2.832 1.445 0.326
N 1.671 1.104 0.858
H -4.458 -2.888 -1.579
H -5.660 -2.415 0.570
H -4.537 -1.056 2.295
H -2.177 -1.987 -1.877
H -3.479 -0.004 3.669
H -2.081 1.292 5.237
H 0.150 2.062 4.520
H 1.927 2.704 3.794
H 4.089 3.348 2.808
H 4.680 2.532 0.516
H 3.071 1.048 -0.651
C 2.045 -0.652 -5.826
N 1.767 -1.303 -4.525
C 2.779 -0.913 -3.526
C 0.372 -1.112 -4.003
C 0.042 0.293 -3.535
C -0.302 1.236 -4.499
C -0.645 2.541 -4.162
C -0.662 2.934 -2.829
C -0.366 1.997 -1.851
C -0.019 0.674 -2.171
H 3.040 -0.931 -6.170
H 2.009 0.430 -5.727
H 1.332 -0.977 -6.581
H 1.863 -2.313 -4.695
H 2.854 0.173 -3.489
H 3.758 -1.307 -3.798
H 2.506 -1.300 -2.541
H 0.244 -1.811 -3.168
H -0.318 -1.391 -4.806
H -0.339 0.946 -5.540
H -0.910 3.246 -4.939
H -0.897 3.951 -2.556
H -0.412 2.333 -0.820
N 1.573 -3.202 0.636
C 1.103 -2.224 0.252
H 1.988 -4.058 0.967
```

Calculated values
**LUMO level (spin up / spin down)**: -15.88 / -15.50 eV
**Charge**: +4
**Frontier orbital gap (spin up / spin down)**: 4.23 / 4.60 eV
**2S+1**: 2
**HOMO level (spin up / spin down)**: -20.10 / -20.10 eV

2.
C25H25N5O2S | ωB97M-V/def2-TZVPD

Structure (XYZ):
```
58
C25H25N5O2S ωB97M-V/def2-TZVPD
C -8.496 -1.318 0.024
C -7.443 -0.229 0.068
O -7.699 0.937 0.246
N -6.182 -0.727 -0.121
C -4.962 -0.051 -0.148
C -4.848 1.321 0.073
C -3.609 1.923 0.028
C -2.457 1.185 -0.246
C -1.184 1.879 -0.258
N -0.924 2.930 0.482
N 0.326 3.326 0.245
C 0.830 2.516 -0.646
S 2.448 2.590 -1.290
C 3.344 3.088 0.228
C 4.232 1.932 0.651
O 5.428 2.060 0.741
N 3.609 0.700 0.784
C 4.143 -0.476 0.240
C 3.204 -1.455 0.235
C 2.028 -0.931 0.864
C 0.795 -1.488 1.189
C -0.116 -0.717 1.882
C 0.203 0.578 2.284
C 1.422 1.151 1.968
C 2.313 0.411 1.208
C 3.432 -2.813 -0.338
C 4.649 -2.775 -1.263
C 5.819 -2.074 -0.576
C 5.508 -0.594 -0.335
N -0.081 1.570 -1.016
C 0.117 0.547 -2.001
C -2.571 -0.189 -0.445
C -3.809 -0.796 -0.395
H -9.474 -0.872 0.178
H -8.311 -2.052 0.805
H -8.480 -1.819 -0.942
H -6.109 -1.725 -0.270
H -5.731 1.901 0.278
H -3.511 2.982 0.206
H 3.982 3.936 -0.019
H 2.588 3.388 0.948
H 0.572 -2.510 0.921
H -1.082 -1.124 2.142
H -0.512 1.149 2.855
H 1.651 2.142 2.325
H 2.546 -3.146 -0.885
H 3.602 -3.528 0.474
H 4.934 -3.792 -1.541
H 4.394 -2.234 -2.177
H 6.719 -2.160 -1.186
H 6.013 -2.561 0.382
H 6.246 -0.151 0.334
H 5.555 -0.039 -1.279
H -0.826 0.336 -2.504
H 0.499 -0.364 -1.532
H 0.848 0.896 -2.731
H -1.694 -0.797 -0.599
H -3.886 -1.865 -0.545
```

Calculated values
**LUMO level**: 0.41 eV
**Energy relative to the best compared isomer or geometry (same formula, charge and spin)**: 0.032 eV
**Charge**: 0
**Frontier orbital gap**: 8.44 eV
**SMILES**: CC(=O)Nc1ccc(-c2nnc(SCC(=O)n3c4c(c5ccccc53)CCCC4)n2C)cc1
**HOMO level**: -8.03 eV

3.
C25H26Br10ClNO2S | ωB97M-V/def2-TZVPD

Structure (XYZ):
```
66
C25H26Br10ClNO2S ωB97M-V/def2-TZVPD
O -0.008 3.105 -2.900
C 0.064 2.230 -3.793
C -1.205 1.684 -4.630
C -2.307 2.616 -5.183
C -3.445 1.954 -6.012
C -3.498 0.407 -6.288
C -2.389 -0.554 -5.723
C -1.261 0.133 -4.903
C -0.037 -0.739 -4.309
O -0.187 -1.849 -3.744
C 1.408 -0.029 -4.462
C 2.679 -0.798 -4.891
Cl 2.616 -2.575 -5.255
C 3.999 -0.002 -5.035
C 4.048 1.534 -4.757
N 5.365 2.201 -4.952
C 5.655 1.980 -6.218
S 6.137 1.258 -7.649
C 2.772 2.335 -4.325
C 1.464 1.523 -4.188
H -2.218 3.731 -4.984
H -4.234 2.671 -6.442
H -4.322 -0.061 -6.922
H -2.410 -1.688 -5.922
H 4.925 -0.570 -5.381
H 2.747 3.456 -4.143
Br -2.496 2.020 0.062
C -1.211 3.485 0.112
C -1.328 4.270 1.394
Br -2.878 5.451 1.363
H -1.378 4.085 -0.781
H -0.232 3.005 0.044
H -0.468 4.933 1.517
H -1.425 3.641 2.279
Br 0.278 0.521 2.530
C -0.697 -0.916 1.646
C -0.662 -2.184 2.462
Br 1.066 -3.076 2.307
H -0.266 -1.029 0.651
H -1.721 -0.548 1.553
H -1.388 -2.905 2.082
H -0.841 -2.020 3.525
Br -1.555 -7.151 2.667
C 0.344 -6.739 2.507
C 1.194 -7.932 2.863
Br 1.272 -8.193 4.794
H 0.535 -5.869 3.135
H 0.487 -6.464 1.460
H 2.229 -7.771 2.556
H 0.833 -8.865 2.430
Br -0.517 -2.748 6.016
C -0.563 -4.588 6.660
C -1.511 -5.430 5.843
Br -3.366 -5.071 6.322
H -0.820 -4.548 7.718
H 0.462 -4.951 6.553
H -1.363 -6.490 6.056
H -1.422 -5.264 4.770
Br -0.361 4.843 5.101
C 0.769 6.307 4.486
C 0.296 7.632 5.031
Br -1.281 8.266 4.077
H 0.778 6.267 3.397
H 1.767 6.072 4.862
H 1.052 8.403 4.874
H 0.035 7.595 6.089
```

Calculated values
**LUMO level**: -1.49 eV
**Charge**: 0
**Frontier orbital gap**: 7.77 eV
**HOMO level**: -9.26 eV

4.
C25H26Cl4IrN6O2 | ωB97M-V/def2-TZVPD

Structure (XYZ):
```
64
C25H26Cl4IrN6O2 ωB97M-V/def2-TZVPD
Ir -0.819 0.622 0.089
Cl -3.323 -2.266 6.064
C -2.351 -1.452 4.937
C -2.793 -1.295 3.661
C -1.999 -0.610 2.715
N -2.284 -0.460 1.422
C -3.500 -0.789 0.867
O -4.551 -0.959 1.435
C -3.378 -0.952 -0.614
C -4.384 -1.589 -1.316
C -4.215 -1.807 -2.672
C -3.033 -1.396 -3.272
C -2.078 -0.760 -2.505
N -2.250 -0.522 -1.198
C -0.719 -0.053 3.121
C -0.286 -0.242 4.453
C -1.063 -0.926 5.337
Cl -0.509 -1.165 6.923
N -0.078 0.654 2.178
C 1.138 1.275 2.428
O 1.900 1.045 3.335
C 1.438 2.352 1.441
C 2.444 3.258 1.719
C 2.686 4.280 0.820
C 1.913 4.344 -0.328
C 0.937 3.387 -0.538
N 0.689 2.399 0.335
H -3.756 -1.687 3.376
H -5.263 -1.911 -0.776
H -4.983 -2.304 -3.250
H -2.851 -1.562 -4.325
H -1.144 -0.440 -2.942
H 0.665 0.148 4.772
H 3.006 3.141 2.634
H 3.462 5.011 1.007
H 2.059 5.125 -1.061
H 0.339 3.417 -1.431
Cl -2.673 2.497 0.158
C -2.713 3.013 -1.563
Cl -1.448 2.176 -2.467
H -2.527 4.079 -1.604
H -3.678 2.750 -1.979
C 3.290 0.848 -0.911
C 2.142 0.368 -1.785
N 1.968 -1.083 -1.741
C 2.939 -1.872 -2.536
C 4.085 -2.464 -1.720
C 1.042 -1.675 -1.003
C 0.903 -3.171 -1.103
N 0.199 -1.071 -0.179
H 3.390 1.930 -1.000
H 4.235 0.408 -1.227
H 3.124 0.592 0.136
H 2.321 0.646 -2.825
H 1.212 0.834 -1.475
H 3.344 -1.197 -3.286
H 2.408 -2.659 -3.067
H 4.800 -1.699 -1.422
H 4.616 -3.198 -2.325
H 3.737 -2.958 -0.814
H 0.735 -3.457 -2.141
H 0.058 -3.516 -0.514
H 1.797 -3.683 -0.754
H -0.372 -1.748 0.307
```

Calculated values
**LUMO level (spin up / spin down)**: -6.95 / -7.83 eV
**Energy relative to the best compared isomer or geometry (same formula, charge and spin)**: 2.411 eV
**Charge**: +2
**Frontier orbital gap (spin up / spin down)**: 6.31 / 6.32 eV
**2S+1**: 2
**HOMO level (spin up / spin down)**: -13.26 / -14.15 eV